# C23H30N6O

C23H30N6O in the gas phase (ωB97M-V with the def2-TZVPD basis set, the OMol25 dataset).

XYZ file:
```
60
Properties=species:S:1:pos:R:3:forces:R:3
C -6.073430 -3.469763 1.174197 0.21 0.02 -0.12
H -6.180978 -4.518944 1.435264 -0.05 -0.12 0.06
H -6.891124 -3.184870 0.517121 -0.08 0.02 -0.04
H -6.134101 -2.874478 2.082480 -0.03 0.03 0.09
C -4.737321 -3.238782 0.471261 -0.33 -0.43 0.18
N -4.577695 -1.863012 0.088070 0.34 0.50 0.14
C -4.188807 -0.830526 0.861853 -0.05 0.16 -0.23
C -4.250830 0.310900 0.088421 -0.06 -0.13 0.10
C -4.706803 -0.149089 -1.168238 0.06 -0.08 0.39
N -4.900226 -1.457573 -1.138011 -0.26 -0.30 -0.65
C -4.980577 0.637687 -2.401259 0.06 -0.06 0.04
H -5.516652 0.012911 -3.110136 -0.04 0.02 -0.08
H -4.051622 0.971777 -2.862200 0.01 0.07 -0.08
H -5.581006 1.515555 -2.167605 -0.04 0.07 -0.08
C -3.870416 1.703901 0.489712 0.03 -0.07 0.07
N -2.444166 1.996760 0.443629 -0.03 0.08 0.01
C -1.884491 1.920044 -0.889684 0.17 0.17 -0.05
C -0.476409 2.507050 -0.894835 -0.07 -0.23 -0.05
H -0.058064 2.462386 -1.902550 0.05 0.02 -0.02
H -0.511939 3.548503 -0.576436 0.00 0.01 -0.06
C 0.407663 1.737257 0.084802 -0.63 0.12 0.13
N 1.723379 2.329468 0.135817 0.70 -0.33 -0.19
C 2.929943 1.740667 -0.020322 0.25 0.30 0.17
C 3.886300 2.733214 0.086419 -0.12 -0.30 -0.01
C 3.146325 3.895019 0.323160 0.01 -0.25 -0.11
N 1.854781 3.634722 0.352810 -0.47 0.64 0.22
H 3.501506 4.895011 0.471968 0.03 0.23 0.03
H 4.948445 2.622262 0.009412 0.22 -0.08 0.01
N 3.117871 0.379619 -0.285310 0.08 0.25 -0.36
C 2.701475 -0.644554 0.513465 0.09 -0.42 -0.14
O 1.969956 -0.508373 1.465216 -0.12 0.05 0.19
C 3.229395 -2.000454 0.047037 -0.10 0.04 0.19
C 4.717405 -1.957642 -0.151067 0.08 -0.13 -0.13
C 5.562524 -1.932206 0.952907 -0.02 -0.01 -0.04
C 6.932424 -1.846054 0.786573 0.02 0.01 0.07
C 7.476451 -1.781672 -0.485933 0.07 0.01 -0.06
C 6.643605 -1.805121 -1.590830 0.12 0.05 -0.06
C 5.271589 -1.889424 -1.424120 -0.07 -0.06 0.05
H 4.627404 -1.915476 -2.293127 -0.08 -0.02 -0.06
H 7.060966 -1.758176 -2.585922 0.04 0.00 -0.07
H 8.546173 -1.715052 -0.615610 0.09 0.00 -0.01
H 7.578247 -1.828306 1.651784 0.05 0.00 0.07
H 5.137525 -1.978876 1.944932 -0.04 -0.01 0.13
H 2.957092 -2.733647 0.807352 -0.05 0.09 -0.06
H 2.724072 -2.260154 -0.886197 0.00 -0.03 0.03
H 3.866996 0.172433 -0.933294 -0.15 0.01 0.10
C -0.244667 1.764401 1.466487 -0.03 -0.30 -0.03
C -1.661420 1.209899 1.375567 0.19 0.17 0.09
H -1.611791 0.146855 1.076609 -0.05 0.02 0.05
H -2.138926 1.266305 2.356545 -0.01 -0.07 0.02
H -0.272093 2.797076 1.814356 0.00 0.03 0.01
H 0.344602 1.162817 2.158589 0.03 0.06 -0.01
H 0.522046 0.700873 -0.248378 0.05 0.13 0.04
H -1.847819 0.878204 -1.261008 -0.08 0.03 -0.03
H -2.521584 2.500066 -1.561577 0.00 -0.07 -0.04
H -4.369773 2.422267 -0.166483 -0.05 -0.01 0.10
H -4.201203 1.890236 1.516408 -0.04 0.07 -0.10
H -3.901760 -0.970575 1.885093 0.07 -0.05 0.24
H -4.688982 -3.832703 -0.444010 0.11 0.09 0.12
H -3.909458 -3.520669 1.128801 -0.03 0.03 -0.14
```
Forces are in eV/Å.

Output
SMILES: CCn1cc(CN2CCC(n3nccc3NC(=O)Cc3ccccc3)CC2)c(C)n1
ΔE to the lowest compared entry with this formula, charge and spin: 24.4 kcal per mole
charge: 0
energy: -35326.43077 eV
HOMO-LUMO gap: 0.3286 hartree